(1)
{"formula": "C20H24BeBr2N3O9Sb", "method": "ωB97M-V with the def2-TZVPD basis set", "lumo_energy_ev": -1.708, "homo_energy_ev": -9.0010, "species": ["Be", "Br", "C", "Br", "H", "H", "O", "N", "O", "C", "C", "C", "C", "O", "C", "C", "N", "O", "O", "N", "O", "O", "H", "H", "C", "C", "C", "C", "C", "C", "C", "C", "C", "C", "O", "O", "H", "H", "H", "H", "H", "H", "H", "H", "H", "H", "H", "C", "Sb", "C", "C", "H", "H", "H", "H", "H", "H", "H", "H", "H"], "coordinates": [[1.381, -0.474, 0.067], [5.242, -0.136, -0.680], [5.813, -0.016, 1.145], [4.366, -0.163, 2.405], [6.271, 0.955, 1.278], [6.503, -0.827, 1.337], [-2.785, 4.668, 1.154], [-1.716, 4.956, 0.659], [-1.436, 6.033, 0.176], [-0.682, 3.917, 0.627], [-0.949, 2.694, 1.185], [0.027, 1.714, 1.105], [1.273, 1.886, 0.433], [2.095, 0.941, 0.194], [1.498, 3.217, -0.011], [0.547, 4.197, 0.037], [2.798, 3.568, -0.604], [2.786, 4.324, -1.554], [3.783, 3.051, -0.128], [-0.262, 0.469, 1.779], [0.491, -0.519, 1.580], [-1.182, 0.398, 2.541], [-1.897, 2.492, 1.661], [0.747, 5.170, -0.386], [-5.789, 1.244, 0.038], [-4.477, 0.590, -0.302], [-3.576, 1.200, -1.166], [-2.357, 0.616, -1.489], [-1.426, 1.371, -2.405], [-2.049, -0.641, -0.951], [-2.949, -1.289, -0.097], [-2.651, -2.625, 0.537], [-4.142, -0.651, 0.223], [-0.690, -1.248, -1.151], [-0.500, -2.438, -1.331], [0.279, -0.377, -1.031], [-5.743, 2.322, -0.113], [-6.066, 1.055, 1.075], [-6.591, 0.854, -0.592], [-3.821, 2.167, -1.591], [-1.973, 2.159, -2.920], [-0.975, 0.721, -3.155], [-0.603, 1.826, -1.852], [-1.732, -2.589, 1.127], [-2.515, -3.403, -0.213], [-3.466, -2.908, 1.201], [-4.827, -1.139, 0.908], [4.141, -3.443, 0.864], [2.309, -2.771, 0.013], [1.074, -4.246, 0.900], [2.578, -3.568, -1.927], [4.179, -4.525, 0.739], [4.185, -3.197, 1.923], [4.985, -2.988, 0.350], [1.647, -5.167, 0.993], [0.203, -4.398, 0.267], [0.749, -3.916, 1.885], [2.742, -4.642, -1.849], [3.446, -3.102, -2.391], [1.686, -3.367, -2.516]]}

***

(2)
{"formula": "CH4Cl2N2", "method": "ωB97M-V with the def2-TZVPD basis set", "lumo_energy_ev": 0.334, "homo_energy_ev": -9.3311, "species": ["C", "N", "N", "Cl", "Cl", "H", "H", "H", "H"], "coordinates": [[0.035, 0.449, -0.492], [1.441, 0.201, 0.030], [-0.846, -0.159, 0.494], [1.632, -1.477, -0.117], [-2.078, -1.352, -0.132], [-0.023, 0.052, -1.491], [-0.290, 1.542, -0.600], [1.410, 0.401, 0.999], [-1.280, 0.343, 1.309]]}

***

(3)
{"formula": "C35H40O2S", "method": "ωB97M-V with the def2-TZVPD basis set", "lumo_energy_ev": -2.974, "homo_energy_ev": -5.2515, "species": ["C", "C", "C", "C", "C", "C", "C", "C", "C", "C", "C", "C", "C", "C", "C", "C", "C", "C", "C", "C", "C", "C", "H", "H", "H", "H", "H", "H", "H", "H", "H", "H", "H", "H", "H", "H", "H", "H", "H", "H", "H", "H", "H", "H", "H", "H", "H", "H", "H", "H", "H", "C", "C", "C", "C", "S", "C", "C", "C", "C", "C", "C", "C", "O", "O", "C", "C", "H", "H", "H", "H", "H", "H", "H", "H", "H", "H", "H"], "coordinates": [[3.715, 4.430, -2.236], [2.293, 3.968, -2.262], [1.695, 3.553, -1.076], [0.348, 3.198, -1.007], [-0.205, 2.933, 0.367], [-0.400, 3.122, -2.197], [-1.840, 2.633, -2.198], [-2.812, 3.698, -1.683], [-2.025, 1.254, -1.461], [-0.966, 0.252, -1.674], [-1.148, -1.141, -1.722], [-0.405, -1.931, -2.676], [0.257, -1.311, -3.870], [-0.313, -3.298, -2.498], [-1.023, -3.964, -1.495], [-0.859, -5.443, -1.332], [-1.912, -3.228, -0.711], [-1.989, -1.843, -0.782], [-2.839, -1.136, 0.218], [0.189, 3.558, -3.402], [-0.591, 3.600, -4.690], [1.525, 3.956, -3.427], [4.047, 4.693, -3.242], [3.827, 5.309, -1.588], [4.371, 3.648, -1.832], [2.280, 3.534, -0.155], [-1.238, 3.280, 0.476], [-0.145, 1.872, 0.655], [0.401, 3.480, 1.105], [-2.116, 2.428, -3.242], [-2.680, 4.625, -2.250], [-3.851, 3.375, -1.803], [-2.649, 3.925, -0.626], [-2.106, 1.447, -0.376], [-2.994, 0.842, -1.805], [0.031, 0.652, -1.911], [0.799, -2.085, -4.428], [-0.477, -0.872, -4.560], [0.961, -0.522, -3.584], [0.322, -3.885, -3.166], [-1.387, -5.785, -0.436], [-1.246, -5.990, -2.205], [0.208, -5.689, -1.232], [-2.528, -3.766, 0.012], [-3.539, -1.837, 0.687], [-2.211, -0.712, 1.017], [-3.432, -0.325, -0.213], [0.048, 4.017, -5.477], [-0.912, 2.601, -5.020], [-1.487, 4.231, -4.606], [1.971, 4.272, -4.375], [5.648, -1.568, 4.113], [4.735, -1.881, 5.125], [3.378, -1.576, 4.967], [2.925, -0.929, 3.808], [1.202, -0.359, 3.711], [0.287, -1.499, 2.813], [-1.046, -1.865, 3.100], [-1.456, -3.183, 2.727], [-2.765, -3.612, 2.890], [-3.740, -2.711, 3.352], [-3.369, -1.410, 3.718], [-2.053, -0.991, 3.608], [0.823, -0.363, 5.108], [1.224, 0.903, 2.993], [3.832, -0.658, 2.778], [5.190, -0.973, 2.932], [6.710, -1.782, 4.248], [5.078, -2.347, 6.052], [2.685, -1.813, 5.772], [0.795, -1.925, 1.957], [-0.691, -3.817, 2.270], [-3.033, -4.640, 2.617], [-4.779, -3.036, 3.425], [-4.138, -0.720, 4.067], [-1.784, 0.035, 3.838], [3.480, -0.174, 1.868], [5.897, -0.729, 2.137]]}

***

(4)
{"formula": "C9H40F6Hg2N2O21PS4", "method": "ωB97M-V with the def2-TZVPD basis set", "s2": 0.752, "multiplicity": 2, "lumo_energy_ev": [-2.794, -2.796], "homo_energy_ev": [-7.4626, -9.9374], "species": ["Hg", "Hg", "N", "S", "O", "O", "F", "S", "O", "O", "F", "N", "S", "O", "O", "F", "S", "O", "O", "F", "O", "P", "O", "F", "F", "C", "O", "H", "H", "H", "H", "C", "O", "H", "H", "H", "H", "C", "O", "H", "H", "H", "H", "O", "H", "H", "O", "H", "H", "O", "H", "H", "O", "H", "H", "O", "H", "H", "C", "C", "O", "H", "H", "H", "H", "H", "H", "C", "C", "O", "H", "H", "H", "H", "H", "H", "C", "C", "O", "H", "H", "H", "H", "H", "H"], "coordinates": [[4.142, -2.163, 0.139], [-1.734, -0.483, 1.996], [-0.058, -1.159, 3.444], [0.910, -2.358, 3.403], [0.658, -3.569, 4.228], [2.329, -1.982, 3.148], [0.312, -2.826, 1.965], [0.021, -1.055, 5.153], [1.313, -0.633, 5.736], [-0.895, -1.853, 5.939], [-0.753, 0.376, 5.069], [-2.517, -2.166, 0.797], [-2.730, -2.359, -0.662], [-4.092, -2.640, -1.130], [-1.634, -2.808, -1.484], [-2.620, -0.799, -0.971], [-2.783, -3.791, 1.196], [-1.928, -4.775, 0.535], [-4.157, -4.218, 1.474], [-2.138, -3.746, 2.715], [-0.179, 0.016, 0.519], [0.987, -0.298, -0.318], [2.009, -1.356, 0.136], [1.739, 1.138, -0.730], [0.437, -0.711, -1.736], [2.351, 1.656, 3.756], [1.766, 0.894, 2.789], [3.145, 2.327, 3.430], [1.626, 2.223, 4.340], [2.757, 0.950, 4.480], [1.012, 0.376, 3.079], [0.229, -4.480, -3.770], [0.800, -3.403, -3.037], [1.033, -5.078, -4.198], [-0.299, -5.108, -3.052], [-0.411, -4.097, -4.565], [0.142, -2.954, -2.502], [-0.056, 3.396, -3.219], [-1.351, 2.986, -3.479], [0.718, 2.953, -3.845], [-0.051, 4.477, -3.360], [0.200, 3.212, -2.176], [-1.357, 2.044, -3.298], [3.249, -2.564, -2.016], [3.698, -2.933, -2.777], [2.319, -2.684, -2.204], [-1.275, 1.774, 2.941], [-0.697, 2.241, 2.339], [-1.568, 2.443, 3.560], [3.012, -4.028, 0.846], [2.287, -4.462, 0.395], [3.001, -4.399, 1.729], [3.787, 2.276, 0.096], [3.068, 1.753, -0.259], [4.384, 2.395, -0.642], [4.120, -0.362, 1.599], [3.447, -0.372, 2.279], [4.184, 0.557, 1.338], [-1.900, -0.523, -5.635], [-1.559, -0.896, -4.252], [-1.138, 0.201, -3.494], [-2.780, 0.115, -5.711], [-2.190, -1.409, -6.201], [-1.024, -0.130, -6.151], [-0.672, -1.529, -4.212], [-2.401, -1.320, -3.704], [-0.501, -0.128, -2.856], [-4.096, 1.910, -1.219], [-3.218, 2.070, 0.030], [-3.434, 1.045, 0.861], [-5.151, 1.976, -0.953], [-3.977, 0.962, -1.745], [-3.936, 2.703, -1.949], [-3.337, 3.029, 0.536], [-2.163, 2.096, -0.241], [-4.123, 1.307, 1.476], [0.581, 4.838, 2.190], [1.474, 4.355, 1.050], [2.825, 4.627, 1.349], [0.671, 5.916, 2.323], [0.784, 4.459, 3.191], [-0.450, 4.549, 1.985], [1.183, 4.867, 0.132], [1.309, 3.288, 0.901], [3.316, 3.829, 1.140]]}

***

(5)
{"formula": "C11H14F2N", "method": "ωB97M-V with the def2-TZVPD basis set", "total_charge": 1, "lumo_energy_ev": -3.823, "homo_energy_ev": -12.1022, "species": ["C", "C", "C", "C", "C", "C", "C", "C", "C", "C", "C", "N", "F", "F", "H", "H", "H", "H", "H", "H", "H", "H", "H", "H", "H", "H", "H", "H"], "coordinates": [[2.480, 1.022, 0.782], [3.207, -0.049, 0.154], [1.175, 1.226, 0.532], [2.571, -0.939, -0.608], [0.427, 0.390, -0.382], [1.088, -0.913, -0.792], [0.415, -2.084, 0.000], [-0.144, -1.650, 1.320], [-1.662, 1.842, -0.303], [-1.406, -1.316, 1.530], [-0.818, 0.705, -0.774], [-1.544, -0.082, -1.800], [0.830, -1.163, -2.156], [-2.323, -1.359, 0.529], [3.018, 1.694, 1.430], [4.275, -0.103, 0.294], [0.674, 2.076, 0.963], [3.081, -1.739, -1.119], [1.159, -2.866, 0.156], [-0.377, -2.498, -0.626], [0.538, -1.592, 2.152], [-1.305, 2.254, 0.633], [-2.685, 1.502, -0.143], [-1.684, 2.650, -1.036], [-1.850, -1.023, 2.465], [-2.215, -0.720, -1.341], [-0.887, -0.636, -2.374], [-2.074, 0.558, -2.404]]}

***

(6)
{"formula": "C4H6N2S2", "method": "ωB97M-V with the def2-TZVPD basis set", "lumo_energy_ev": -0.504, "homo_energy_ev": -8.4891, "species": ["C", "C", "C", "C", "H", "H", "H", "H", "H", "H", "N", "N", "S", "S"], "coordinates": [[-1.468, -1.568, 0.255], [-0.058, 1.941, -0.662], [1.055, 1.161, -0.079], [0.570, -0.273, 0.241], [-0.779, -2.139, 0.955], [-2.484, -1.458, 0.697], [-1.568, -2.123, -0.724], [1.978, 1.144, -0.729], [1.261, 1.623, 0.948], [2.269, -1.067, 0.396], [-0.714, -0.338, 0.101], [1.243, -1.356, 0.453], [-1.528, 1.083, -0.471], [0.224, 3.369, -1.381]]}

***

(7)
{"formula": "C6H11FNO2", "method": "ωB97M-V with the def2-TZVPD basis set", "total_charge": 1, "lumo_energy_ev": -3.105, "homo_energy_ev": -13.0549, "species": ["C", "C", "C", "C", "C", "C", "N", "O", "O", "F", "H", "H", "H", "H", "H", "H", "H", "H", "H", "H", "H"], "coordinates": [[0.403, -0.502, 0.945], [-0.143, 0.723, 1.687], [-0.330, 0.977, -0.863], [0.677, -0.071, -1.351], [-0.999, 0.617, 0.469], [0.128, -1.392, -1.823], [1.467, -0.331, -0.066], [-0.743, 0.477, 2.977], [-2.308, 0.259, 0.489], [0.482, 2.154, -0.659], [0.036, -1.415, 1.224], [0.707, 1.399, 1.714], [-1.061, 1.208, -1.507], [1.435, 0.388, -1.930], [-0.556, -1.620, -1.074], [0.887, -2.073, -2.081], [-0.210, -1.188, -2.849], [2.055, 0.397, 0.379], [1.995, -1.149, -0.132], [-1.461, 1.141, 3.033], [-2.461, 0.001, 1.417]]}

***

(8)
{"formula": "C16H37F6N2O7", "method": "ωB97M-V with the def2-TZVPD basis set", "total_charge": -1, "lumo_energy_ev": 2.351, "homo_energy_ev": -4.4187, "species": ["O", "H", "H", "H", "C", "O", "O", "C", "F", "F", "F", "C", "C", "H", "H", "H", "H", "H", "H", "C", "O", "O", "C", "F", "F", "F", "C", "C", "H", "H", "H", "H", "H", "H", "C", "C", "C", "O", "C", "N", "H", "H", "H", "H", "H", "H", "H", "H", "H", "H", "H", "C", "C", "C", "O", "C", "N", "H", "H", "H", "H", "H", "H", "H", "H", "H", "H", "H"], "coordinates": [[0.006, -0.386, -0.555], [-0.608, -0.006, -1.273], [0.705, -0.849, -1.111], [0.464, 0.324, -0.014], [3.088, -0.894, -1.785], [2.633, -0.686, -0.451], [2.020, -1.026, -2.573], [4.092, 0.251, -2.170], [5.270, 0.180, -1.509], [4.363, 0.408, -3.483], [3.529, 1.464, -1.849], [3.263, -1.420, 0.553], [2.695, -1.317, 1.938], [3.348, -1.975, 2.515], [2.952, -0.333, 2.344], [1.621, -1.501, 1.981], [4.284, -1.021, 0.680], [3.453, -2.475, 0.317], [3.650, -1.843, -1.806], [-2.325, 1.149, -3.119], [-1.682, 1.943, -4.127], [-1.414, 0.249, -2.691], [-2.799, 2.088, -1.982], [-3.505, 3.161, -2.423], [-3.537, 1.484, -1.038], [-1.720, 2.576, -1.261], [-2.498, 2.605, -5.076], [-1.612, 3.745, -5.530], [-1.373, 4.388, -4.686], [-0.713, 3.329, -5.982], [-2.155, 4.372, -6.246], [-3.494, 2.973, -4.797], [-2.793, 1.822, -5.794], [-3.130, 0.579, -3.608], [-1.903, -3.546, 3.709], [-0.860, -3.398, 2.584], [-0.775, -4.614, 1.655], [0.459, -4.730, 0.976], [0.551, -3.947, -0.218], [-1.239, -2.191, 1.830], [-1.982, -2.641, 4.314], [-1.573, -4.362, 4.362], [-2.923, -3.723, 3.361], [0.153, -3.357, 2.998], [-1.562, -4.432, 0.911], [-1.081, -5.534, 2.156], [1.597, -3.665, -0.327], [0.034, -2.987, -0.226], [0.174, -4.406, -1.134], [-1.083, -1.359, 2.400], [-2.254, -2.221, 1.891], [0.157, 3.826, 0.868], [0.364, 2.515, 1.645], [-0.977, 1.846, 1.945], [-0.933, 0.769, 2.863], [-0.943, 1.197, 4.248], [1.229, 1.662, 0.783], [-0.600, 4.452, 1.335], [-0.082, 3.485, -0.137], [1.121, 4.336, 0.860], [0.937, 2.571, 2.578], [-1.279, 1.356, 1.016], [-1.728, 2.618, 2.140], [0.026, 1.661, 4.423], [-0.995, 0.250, 4.786], [-1.880, 1.736, 4.386], [1.920, 1.214, 1.379], [1.856, 2.259, 0.247]]}

***

(9)
{"formula": "C20H30N5O2SSr", "method": "ωB97M-V with the def2-TZVPD basis set", "total_charge": -1, "lumo_energy_ev": 2.046, "homo_energy_ev": -2.1933, "species": ["Sr", "C", "C", "N", "C", "C", "N", "C", "C", "C", "N", "C", "C", "N", "C", "H", "H", "H", "H", "H", "H", "H", "H", "H", "H", "H", "H", "H", "H", "H", "H", "H", "H", "H", "H", "H", "H", "H", "H", "O", "C", "O", "C", "C", "C", "C", "C", "C", "C", "C", "C", "N", "H", "H", "H", "H", "H", "H", "S"], "coordinates": [[0.014, -0.265, -0.678], [-1.636, -2.455, 2.643], [-2.671, -1.437, 2.168], [-2.294, -0.778, 0.919], [-2.908, 0.532, 0.744], [-2.124, 1.600, 1.503], [-0.969, 2.036, 0.729], [-0.275, 3.170, 1.322], [0.632, 2.793, 2.498], [2.041, 2.368, 2.073], [2.082, 1.048, 1.464], [2.539, -0.030, 2.333], [1.493, -0.505, 3.336], [0.307, -0.964, 2.651], [-0.515, -1.831, 3.467], [-1.187, -2.947, 1.773], [-2.135, -3.216, 3.251], [-2.780, -0.664, 2.934], [-3.653, -1.923, 2.066], [-2.536, -1.386, 0.143], [-3.958, 0.543, 1.076], [-2.897, 0.785, -0.320], [-1.778, 1.177, 2.449], [-2.790, 2.449, 1.735], [-1.316, 2.337, -0.178], [-1.001, 3.929, 1.659], [0.330, 3.636, 0.538], [0.175, 1.971, 3.050], [0.717, 3.654, 3.168], [2.698, 2.400, 2.956], [2.426, 3.108, 1.363], [2.661, 1.058, 0.635], [3.447, 0.258, 2.891], [2.776, -0.884, 1.692], [1.232, 0.294, 4.046], [1.967, -1.309, 3.928], [0.613, -1.526, 1.822], [-0.938, -1.250, 4.303], [0.078, -2.649, 3.918], [-1.461, 2.674, -2.117], [-0.850, 1.620, -2.358], [-1.295, 0.446, -2.251], [0.605, 1.785, -2.757], [0.988, 2.776, -3.679], [2.314, 2.935, -3.971], [3.273, 2.115, -3.332], [4.661, 2.220, -3.554], [5.532, 1.384, -2.905], [5.050, 0.398, -2.025], [3.706, 0.267, -1.787], [2.795, 1.138, -2.421], [1.473, 1.002, -2.152], [0.223, 3.394, -4.127], [2.645, 3.678, -4.686], [5.025, 2.970, -4.247], [6.596, 1.473, -3.083], [5.745, -0.274, -1.537], [3.307, -0.528, -1.154], [1.211, -2.630, 0.006]]}